Record 1
Molecular formula: C17H41AuN2Si4
Method: DFT, the ωB97M-V functional and the def2-TZVPD basis

Structure (XYZ):
```
65
Properties=species:S:1:pos:R:3:forces:R:3:mulliken_charge:R:1
Au 1.428527 -0.045155 0.666665 -0.475 -0.212 -0.220 0.14
N 0.657180 4.658149 -1.363033 -0.153 0.122 -0.157 -0.09
C 0.217210 5.446998 -0.323229 0.065 0.090 0.054 -0.39
C -0.070540 4.576542 0.686584 0.109 -0.162 -0.252 -0.45
N 0.160694 3.281214 0.276029 -0.226 0.284 0.568 -0.05
C 0.584042 3.366186 -0.947709 0.105 -0.293 -0.101 -0.26
H 0.840624 4.958342 -2.301646 0.119 0.016 -0.006 0.20
H 0.192713 6.521551 -0.390698 -0.030 -0.019 -0.004 0.40
H -0.413307 4.800234 1.683667 -0.013 -0.015 -0.010 0.37
H 0.854888 2.524296 -1.569417 0.016 0.015 0.056 0.22
C -3.587589 0.928900 1.159939 -0.088 -0.010 0.079 -1.25
Si -2.899996 0.318256 -0.501656 0.278 0.597 0.334 0.38
C -2.784088 1.925799 -1.505840 -0.035 0.016 -0.148 -0.91
C -4.353507 -0.589465 -1.286025 -0.106 -0.331 -0.124 -1.16
Si -0.792336 -0.603079 -0.172313 0.249 -0.202 -0.200 0.98
Si -1.345634 -2.634120 0.830921 0.087 0.124 0.117 0.14
C -2.629783 -3.784954 0.038496 -0.137 -0.050 -0.110 -1.05
C -1.999223 -2.344894 2.585176 -0.064 0.026 0.108 -1.24
C 0.183423 -3.709061 1.066182 0.137 -0.091 -0.042 -1.10
Si -0.318285 -1.316858 -2.347928 0.057 0.152 0.095 -0.12
C 1.153131 -2.493156 -2.388019 0.108 -0.154 0.031 -1.06
C 0.246171 0.168114 -3.386986 0.034 0.087 -0.063 -1.08
C -1.641370 -2.166797 -3.414379 -0.161 -0.052 -0.067 -1.11
H -4.500463 1.520775 1.014773 0.027 -0.008 0.025 0.37
H -2.838279 1.552828 1.655393 -0.019 -0.007 -0.032 0.27
H -3.820533 0.101190 1.835365 -0.007 0.020 -0.016 0.27
H -3.752686 2.441623 -1.529635 0.033 -0.009 -0.003 0.41
H -2.472362 1.741153 -2.538676 -0.021 0.004 0.015 0.27
H -2.045092 2.585794 -1.046882 -0.029 0.004 0.005 -0.01
H -5.210997 0.091352 -1.273309 -0.073 -0.041 -0.038 0.37
H -4.619108 -1.498204 -0.738347 -0.032 0.091 -0.010 0.30
H -4.150974 -0.882081 -2.319682 -0.041 0.048 0.053 0.24
H -3.598915 -3.293857 -0.093577 0.066 -0.062 0.046 0.22
H -2.769472 -4.664962 0.677342 -0.037 -0.023 -0.041 0.38
H -2.300793 -4.123670 -0.948082 0.003 -0.028 0.048 0.22
H -2.979407 -1.858764 2.580516 0.018 -0.034 0.002 0.29
H -1.308635 -1.696222 3.131406 -0.005 -0.033 -0.020 0.30
H -2.089070 -3.295795 3.124246 -0.008 0.033 0.015 0.39
H 0.536639 -4.114564 0.113659 -0.016 -0.008 0.039 0.26
H -0.032116 -4.547531 1.740478 0.027 0.015 -0.019 0.37
H 0.998227 -3.108038 1.481497 -0.052 -0.011 0.013 0.25
H 1.947410 -2.120592 -1.733269 -0.038 0.019 -0.043 0.25
H 1.547293 -2.587544 -3.407459 -0.001 -0.013 0.030 0.37
H 0.872290 -3.491371 -2.037285 0.012 0.017 -0.040 0.21
H 1.186907 0.540070 -2.969371 -0.023 -0.020 -0.012 0.25
H -0.480834 0.985521 -3.368543 0.006 -0.024 -0.015 0.22
H 0.417228 -0.120864 -4.431242 0.013 0.021 0.016 0.39
H -2.005235 -3.078444 -2.931987 0.015 0.014 -0.044 0.21
H -1.218168 -2.435376 -4.389646 -0.043 -0.019 -0.014 0.37
H -2.509825 -1.521399 -3.579783 0.089 -0.018 -0.044 0.23
C 5.576445 0.479991 2.131966 0.033 0.029 0.035 -2.19
C 4.057118 0.744615 2.105332 0.176 -0.064 -0.245 2.29
C 3.846635 2.213090 1.714259 -0.025 0.009 -0.025 -1.78
C 3.546943 0.576588 3.555636 -0.007 -0.002 0.046 -1.85
C 3.390178 -0.189040 1.100927 -0.093 0.211 0.410 -1.61
H 6.105621 1.167306 2.812828 -0.012 -0.035 -0.009 0.37
H 5.984124 0.590431 1.124950 -0.003 0.008 0.013 0.60
H 5.770857 -0.545977 2.462577 0.002 0.009 -0.020 0.41
H 4.347130 2.898675 2.416066 -0.015 -0.021 -0.005 0.41
H 2.776450 2.440370 1.698077 0.027 -0.002 -0.012 0.27
H 4.236632 2.382555 0.706930 -0.003 0.004 0.027 0.46
H 4.117675 1.192098 4.278093 -0.026 -0.014 -0.032 0.42
H 3.623637 -0.471944 3.853110 0.012 0.003 0.013 0.40
H 2.492054 0.852294 3.603366 0.005 -0.018 -0.010 0.41
H 3.642524 -1.239121 1.323202 0.189 0.018 -0.040 0.23
```
Forces are in eV/Å.

For the HOMO-LUMO gap, the calculation gives 0.10570 Ha. As for the charge: -2. For the HOMO energy, the calculation gives 1.8 eV. The spin multiplicity is 1.

Record 2
Molecular formula: C10H30Fe2NO13
Method: DFT, the ωB97M-V functional and the def2-TZVPD basis

Structure (XYZ):
```
56
Properties=species:S:1:pos:R:3:forces:R:3:mulliken_charge:R:1
Fe -3.857280 1.296670 1.201755 2.441 -0.094 -0.116 1.23
Fe -1.167490 -1.345330 -3.077395 1.689 -0.205 0.671 0.91
N -1.101970 -0.475070 0.164615 1.920 -0.475 3.722 0.70
O -0.861440 -0.962300 -0.939585 0.023 -0.699 -1.552 -0.43
O -2.114050 0.224990 0.349765 -3.645 1.780 -0.727 -0.51
O -0.367300 -0.620330 1.140995 -0.316 -0.280 -1.861 -0.42
C 4.005150 -1.738210 1.677005 -0.937 2.039 -0.214 -0.46
C 3.522850 -0.256890 1.540395 2.026 -0.297 2.693 -0.28
O 2.731000 0.151750 0.503415 -0.995 0.175 -2.285 -0.47
O 2.877970 -2.449530 2.179115 0.087 -1.065 -1.216 -0.50
H 4.900560 -1.849680 2.288495 -0.188 0.318 0.412 0.33
H 4.362370 -1.987800 0.677905 -0.736 -1.051 -0.131 0.26
H 4.382620 0.413090 1.545255 0.141 -0.024 -0.212 0.38
H 3.013800 -0.050020 2.481765 -0.132 0.113 0.347 0.21
H 1.902870 -0.329360 0.437665 0.098 -0.440 0.493 0.23
H 2.668750 -2.219540 3.087375 0.518 0.198 0.114 0.32
C 2.820380 -1.383040 -4.672045 -1.179 -0.311 -0.179 -0.44
C 2.102530 -2.143530 -3.525175 1.851 -1.732 -2.117 -0.51
O 1.019750 -1.450040 -3.052035 -2.690 2.453 1.526 -0.10
O 1.857450 -1.277810 -5.722435 -0.661 -0.304 -0.304 -0.53
H 3.702250 -1.942150 -4.984805 -0.007 0.004 -0.021 0.36
H 3.079050 -0.337060 -4.507335 0.560 -0.180 1.137 0.36
H 2.816300 -2.489440 -2.777525 -0.200 0.361 0.405 0.30
H 1.553950 -3.011300 -3.891415 1.081 -0.525 -0.662 0.28
H 1.309890 -0.551550 -2.878415 0.016 0.394 0.382 0.29
H 1.872240 -0.393480 -6.095705 0.365 -0.126 -0.211 0.32
C -1.710020 3.204660 1.678995 0.674 0.200 -1.052 -0.40
C -2.733240 3.963770 0.824675 0.628 0.874 2.572 -0.38
O -3.672840 3.088140 0.174645 0.501 -0.490 0.012 -0.41
O -2.381360 2.195270 2.444765 -1.281 0.233 -0.395 -0.44
H -1.242020 3.876250 2.398745 -0.060 0.372 -0.331 0.48
H -0.916650 2.652260 1.175485 0.033 0.417 -0.583 0.26
H -2.373070 4.757960 0.170725 0.523 -0.611 -0.362 0.42
H -3.299600 4.520440 1.571305 -0.304 0.088 0.052 0.35
H -4.099520 3.734110 -0.393035 -1.149 -0.546 -0.612 0.33
H -1.791170 2.123810 3.198535 -0.406 -1.041 0.879 0.34
C -1.878910 1.136920 -4.352005 1.545 0.037 0.311 -0.25
C -1.396820 0.170620 -5.416175 0.336 2.101 -2.377 -0.32
O -1.570280 -1.200130 -5.122045 -0.466 0.029 1.938 -0.45
O -1.226160 0.677850 -3.167735 0.122 -1.588 1.823 -0.21
H -2.932810 1.237830 -4.092745 0.003 0.202 -0.782 0.28
H -1.245020 2.020170 -4.430485 -1.394 0.834 -1.510 0.36
H -0.363840 0.427530 -5.650795 0.552 -0.560 0.868 0.15
H -1.767200 0.486630 -6.391395 -1.096 -0.537 -0.002 0.53
H -1.503330 -1.813160 -5.857785 0.134 -0.076 -0.488 0.33
H -0.849520 1.367170 -2.615855 -0.008 0.020 0.072 0.22
C -1.323330 -1.038110 6.815645 0.375 0.065 2.143 -0.60
C -0.832830 -1.621010 5.532385 -0.970 -2.272 -0.378 -0.13
O -0.031560 -0.751290 4.845205 1.726 2.369 -0.905 -0.47
O -0.238220 -0.689840 7.757725 -1.307 -0.137 -1.848 -0.48
H -1.917470 -1.719010 7.425135 0.025 -0.460 -0.495 0.34
H -2.005350 -0.203080 6.655425 0.252 0.503 -0.182 0.23
H -1.606850 -1.900850 4.817775 -1.082 -0.015 0.521 0.31
H -0.336340 -2.581730 5.668835 0.400 -0.006 0.595 0.27
H -0.026080 -0.937810 3.903515 0.071 -0.236 0.172 0.23
H 0.239220 -0.008390 7.278885 0.494 0.204 0.252 0.31
```
Forces are in eV/Å.

For the HOMO-LUMO gap (alpha / beta), the calculation gives 0.15195 / 0.13123 Ha. As for the charge: +3. For the HOMO energy (alpha / beta), the calculation gives -15.5 / -15.5 eV. The spin multiplicity is 9. As for the expectation value of S²: 20.01.